Density functional theory data (wB97M-V/def2-TZVPD) for C48H78ClGaO38PS as an isolated structure.

Each line ends with the Löwdin charge.
Geometry (Å):
O (6.62, -2.36, 1.84)  -0.41
P (6.48, -1.94, 0.41)  0.38
O (7.90, -2.25, -0.35)  -0.24
O (6.64, -0.31, 0.24)  -0.24
Ga (4.52, -2.84, -0.67)  0.35
C (3.55, -1.39, -1.73)  -0.34
C (2.42, -0.70, -0.94)  -0.30
C (1.42, -1.74, -0.40)  -0.27
C (-0.02, -1.21, -0.47)  -0.29
S (-1.04, -2.48, 0.18)  0.32
O (-0.77, -2.68, 1.57)  -0.34
O (-1.09, -3.63, -0.68)  -0.34
Cl (-2.91, -1.63, 0.04)  0.36
H (8.34, -2.95, 0.15)  0.06
H (5.78, 0.10, 0.33)  0.04
H (5.01, -4.03, -1.60)  -0.10
H (3.64, -3.36, 0.54)  -0.07
H (3.12, -1.88, -2.61)  0.04
H (4.24, -0.63, -2.11)  0.03
H (2.84, -0.17, -0.09)  0.10
H (1.88, 0.02, -1.56)  0.10
H (1.50, -2.65, -0.99)  0.10
H (1.65, -1.99, 0.63)  0.09
H (-0.36, -1.03, -1.50)  0.11
H (-0.20, -0.33, 0.14)  0.11
C (-0.10, -1.57, 6.27)  -0.02
C (0.69, -1.65, 4.99)  -0.32
C (2.20, -1.71, 5.16)  -0.08
O (2.68, -1.01, 4.01)  0.08
C (1.71, -0.19, 3.57)  -0.57
O (1.84, 0.64, 2.72)  0.15
O (0.55, -0.43, 4.23)  0.07
H (0.02, -0.58, 6.72)  0.09
H (-1.16, -1.74, 6.10)  0.08
H (0.27, -2.32, 6.98)  0.09
H (0.35, -2.47, 4.36)  0.15
H (2.62, -2.71, 5.18)  0.14
H (2.52, -1.16, 6.05)  0.14
C (8.40, -2.82, 4.78)  -0.01
C (7.12, -2.24, 5.32)  -0.30
C (7.23, -1.49, 6.63)  -0.09
O (5.95, -1.71, 7.24)  0.03
C (5.43, -2.86, 6.71)  -0.59
O (4.45, -3.39, 7.14)  0.13
O (6.16, -3.28, 5.68)  0.11
H (8.70, -3.70, 5.35)  0.09
H (8.27, -3.10, 3.73)  0.07
H (9.19, -2.07, 4.84)  0.09
H (6.64, -1.62, 4.55)  0.15
H (7.40, -0.43, 6.51)  0.12
H (8.00, -1.93, 7.28)  0.14
C (4.95, 2.92, 9.98)  -0.02
C (5.41, 2.81, 8.55)  -0.32
C (5.92, 1.44, 8.13)  -0.09
O (6.91, 1.77, 7.15)  0.05
C (7.37, 3.02, 7.41)  -0.56
O (8.33, 3.51, 6.91)  0.17
O (6.58, 3.63, 8.32)  0.08
H (5.82, 2.89, 10.64)  0.09
H (4.42, 3.85, 10.16)  0.08
H (4.29, 2.09, 10.22)  0.09
H (4.64, 3.16, 7.85)  0.16
H (5.16, 0.80, 7.68)  0.13
H (6.40, 0.91, 8.96)  0.14
C (-3.57, -5.79, 0.91)  -0.01
C (-4.69, -5.09, 1.62)  -0.31
C (-4.44, -4.82, 3.10)  -0.09
O (-5.75, -4.91, 3.66)  0.06
C (-6.51, -5.70, 2.86)  -0.57
O (-7.58, -6.12, 3.14)  0.16
O (-5.86, -5.94, 1.70)  0.08
H (-3.52, -6.84, 1.20)  0.09
H (-3.70, -5.75, -0.17)  0.09
H (-2.62, -5.30, 1.14)  0.06
H (-4.98, -4.18, 1.11)  0.15
H (-4.03, -3.83, 3.30)  0.14
H (-3.81, -5.58, 3.54)  0.14
C (10.66, 1.07, -1.51)  -0.03
C (10.18, 0.16, -0.41)  -0.31
C (10.17, 0.77, 0.98)  -0.09
O (10.47, -0.35, 1.82)  0.06
C (11.13, -1.27, 1.08)  -0.58
O (11.67, -2.23, 1.53)  0.14
O (11.09, -0.94, -0.22)  0.08
H (11.74, 1.21, -1.44)  0.09
H (10.44, 0.67, -2.50)  0.08
H (10.17, 2.04, -1.42)  0.09
H (9.20, -0.27, -0.63)  0.12
H (9.22, 1.19, 1.27)  0.13
H (10.97, 1.51, 1.10)  0.13
C (13.72, 5.70, -2.76)  -0.02
C (13.72, 4.47, -3.64)  -0.33
C (13.49, 4.73, -5.12)  -0.10
O (12.80, 3.56, -5.55)  0.06
C (12.17, 3.02, -4.47)  -0.55
O (11.37, 2.15, -4.51)  0.18
O (12.59, 3.63, -3.33)  0.07
H (12.71, 6.09, -2.68)  0.09
H (14.09, 5.47, -1.76)  0.09
H (14.37, 6.46, -3.20)  0.09
H (14.62, 3.87, -3.49)  0.16
H (14.41, 4.83, -5.70)  0.14
H (12.85, 5.61, -5.28)  0.14
C (-6.55, 0.15, -1.37)  -0.01
C (-6.05, 0.30, -2.79)  -0.32
C (-5.91, -1.00, -3.56)  -0.09
O (-4.81, -0.72, -4.44)  0.06
C (-4.05, 0.25, -3.88)  -0.57
O (-2.98, 0.58, -4.27)  0.16
O (-4.69, 0.79, -2.82)  0.08
H (-5.76, -0.28, -0.75)  0.07
H (-6.84, 1.11, -0.95)  0.09
H (-7.42, -0.50, -1.36)  0.09
H (-6.66, 1.01, -3.35)  0.15
H (-6.79, -1.26, -4.14)  0.12
H (-5.64, -1.84, -2.91)  0.14
C (-10.48, 3.15, -4.59)  0.00
C (-9.63, 1.93, -4.81)  -0.30
C (-10.16, 0.95, -5.85)  -0.10
O (-9.70, -0.31, -5.36)  0.07
C (-9.51, -0.20, -4.02)  -0.57
O (-9.28, -1.11, -3.30)  0.16
O (-9.58, 1.09, -3.64)  0.08
H (-11.38, 2.89, -4.04)  0.10
H (-9.95, 3.91, -4.03)  0.08
H (-10.76, 3.57, -5.56)  0.07
H (-8.60, 2.20, -5.05)  0.16
H (-9.77, 1.11, -6.85)  0.14
H (-11.25, 0.95, -5.86)  0.13
C (-0.33, -6.35, 2.79)  -0.02
C (0.19, -6.31, 1.37)  -0.33
C (0.25, -7.66, 0.68)  -0.10
O (1.37, -7.53, -0.18)  0.05
C (2.21, -6.58, 0.34)  -0.55
O (3.31, -6.37, -0.01)  0.16
O (1.57, -5.93, 1.35)  0.08
H (0.42, -6.78, 3.45)  0.09
H (-0.57, -5.35, 3.15)  0.07
H (-1.24, -6.96, 2.85)  0.08
H (-0.36, -5.58, 0.77)  0.12
H (-0.64, -7.89, 0.08)  0.13
H (0.44, -8.46, 1.39)  0.14
C (-12.39, 1.93, -10.14)  -0.02
C (-12.46, 2.62, -8.80)  -0.32
C (-13.62, 3.58, -8.62)  -0.09
O (-13.06, 4.57, -7.75)  0.06
C (-11.72, 4.57, -7.90)  -0.58
O (-10.99, 5.39, -7.44)  0.16
O (-11.33, 3.50, -8.63)  0.08
H (-12.10, 2.64, -10.91)  0.10
H (-11.67, 1.11, -10.14)  0.09
H (-13.37, 1.52, -10.40)  0.09
H (-12.43, 1.90, -7.98)  0.14
H (-14.49, 3.14, -8.14)  0.14
H (-13.90, 4.05, -9.56)  0.14
C (-11.48, 8.82, -1.49)  -0.02
C (-10.58, 7.62, -1.65)  -0.32
C (-11.04, 6.59, -2.67)  -0.09
O (-10.58, 5.36, -2.12)  0.04
C (-10.45, 5.52, -0.77)  -0.56
O (-10.26, 4.64, -0.01)  0.18
O (-10.58, 6.82, -0.45)  0.08
H (-12.40, 8.53, -0.99)  0.09
H (-10.99, 9.60, -0.91)  0.08
H (-11.72, 9.23, -2.48)  0.09
H (-9.55, 7.91, -1.84)  0.16
H (-10.61, 6.73, -3.66)  0.14
H (-12.13, 6.56, -2.75)  0.14

orbital gap = 6.25 eV
lowest unoccupied orbital energy = 0.97 eV
total charge = -1
energy = -213876.1730 eV